A | ORCA calculation (ωB97M-V with the def2-TZVPD basis set) on a cluster of 2 separate species, C3H8NOP in total.

The value obtained for the lowest unoccupied orbital energy (alpha / beta) is -0.34 / -0.34 eV. The frontier orbital gap (alpha / beta) comes out at 8.2614 / 8.2582 eV. Its HOMO energy (alpha / beta) is -0.316 / -0.316 Ha.

The geometry in ORCA input format:
```
! RIJCOSX wB97M-V def2-TZVPD def2/J DEFGRID3
* xyz 0 1
C -0.217 -0.655 -0.126
C -1.469 -1.274 0.401
C -0.203 0.738 -0.613
N 2.571 0.827 0.055
O 0.483 -1.549 -0.965
P 1.320 -1.368 0.439
H -2.118 -0.902 1.212
H -1.277 -2.373 0.585
H -2.195 -1.162 -0.412
H -0.023 0.700 -1.711
H 0.602 1.073 -0.040
H -1.165 1.149 -0.547
H 3.409 0.806 0.571
H 2.989 0.857 -0.908
*
```



B | ORCA calculation (ωB97M-V with the def2-TZVPD basis set) on a cluster of 2 separate species, C3H8NOP in total.

The value obtained for the lowest unoccupied orbital energy is 0.88 eV. As for the structure (SMILES): C[C@]12CP1O2.N. The frontier orbital gap comes out at 9.2305 eV. Its HOMO energy is -0.307 Ha.

The geometry in ORCA input format:
```
! RIJCOSX wB97M-V def2-TZVPD def2/J DEFGRID3
* xyz 0 1
C -0.399 1.170 -2.735
C -0.706 0.495 -1.450
C -1.113 1.003 -0.107
P 0.200 -0.367 -0.186
O -0.967 -0.885 -1.329
H -0.252 2.233 -2.563
H -1.238 1.034 -3.422
H 0.490 0.746 -3.200
H -2.093 0.722 0.261
H -0.790 2.002 0.166
N 1.740 -1.766 3.683
H 1.237 -1.960 2.825
H 2.648 -2.214 3.613
H 1.243 -2.214 4.443
*
```



Most stable structure, least stable structure: B, A.



A | ORCA calculation (ωB97M-V with the def2-TZVPD basis set) on an isolated molecule of C2H3ClF2S.

The value obtained for the lowest unoccupied orbital energy is 0.71 eV. As for the structure (SMILES): FC(F)(Cl)CS. The frontier orbital gap comes out at 10.1523 eV. Its HOMO energy is -0.347 Ha.

The geometry in ORCA input format:
```
! RIJCOSX wB97M-V def2-TZVPD def2/J DEFGRID3
* xyz 0 1
F 0.545 -0.463 1.929
C 0.256 -0.596 0.581
F -0.844 -1.400 0.469
Cl 1.645 -1.281 -0.134
C -0.238 0.800 0.125
S -0.562 0.718 -1.628
H 0.439 1.628 0.270
H -1.250 0.964 0.417
H 0.008 -0.370 -2.029
*
```



B | ORCA calculation (ωB97M-V with the def2-TZVPD basis set) on a cluster of 2 separate species, C2H3ClF2S in total.

The value obtained for the lowest unoccupied orbital energy is 0.48 eV. As for the structure (SMILES): FC(F)=CS.Cl. The frontier orbital gap comes out at 9.4952 eV. Its HOMO energy is -0.331 Ha.

The geometry in ORCA input format:
```
! RIJCOSX wB97M-V def2-TZVPD def2/J DEFGRID3
* xyz 0 1
F -0.679 1.624 1.266
C -0.011 1.071 0.269
F 0.116 1.889 -0.803
C 0.600 -0.088 0.457
S 1.735 -0.874 -0.646
H 0.393 -0.753 1.363
H 2.388 0.255 -1.007
Cl -2.561 -1.184 -0.917
H -1.982 -1.939 0.018
*
```



Most stable structure, least stable structure: A, B.



A | ORCA calculation (ωB97M-V with the def2-TZVPD basis set) on an isolated molecule of C4H8OS2.

The value obtained for the lowest unoccupied orbital energy is -0.60 eV. As for the structure (SMILES): CSC(=S)CCO. The frontier orbital gap comes out at 8.2219 eV. Its HOMO energy is -0.324 Ha.

The geometry in ORCA input format:
```
! RIJCOSX wB97M-V def2-TZVPD def2/J DEFGRID3
* xyz 0 1
C 0.202 -2.024 -0.341
S 1.304 -0.906 -1.559
C 0.980 0.728 -0.820
S 1.744 2.007 -1.574
C 0.531 0.922 0.644
C -0.904 1.138 0.633
O -1.807 -0.031 0.483
H -0.219 -2.859 -1.140
H 0.969 -2.306 0.383
H -0.779 -1.530 0.021
H 0.573 0.097 1.322
H 1.106 1.795 0.867
H -1.097 1.881 -0.196
H -1.079 1.524 1.738
H -1.523 -0.437 -0.461
*
```



B | ORCA calculation (ωB97M-V with the def2-TZVPD basis set) on an isolated molecule of C4H8OS2.

The value obtained for the lowest unoccupied orbital energy is 0.50 eV. As for the structure (SMILES): CCOC(=S)SC. The frontier orbital gap comes out at 9.2385 eV. Its HOMO energy is -0.321 Ha.

The geometry in ORCA input format:
```
! RIJCOSX wB97M-V def2-TZVPD def2/J DEFGRID3
* xyz 0 1
C 2.198 -0.062 0.679
C 1.673 0.378 -0.669
O 0.644 1.341 -0.461
C -0.642 0.936 -0.238
S -1.771 2.070 0.078
S -0.930 -0.884 -0.270
C -2.737 -0.967 0.045
H 2.527 0.817 1.245
H 3.123 -0.655 0.537
H 1.439 -0.557 1.293
H 1.327 -0.447 -1.289
H 2.387 1.002 -1.229
H -3.271 -0.381 -0.707
H -3.002 -2.044 -0.061
H -2.966 -0.547 1.046
*
```



Most stable structure, least stable structure: B, A.



A | ORCA calculation (ωB97M-V with the def2-TZVPD basis set) on the ion C5H7N2 with charge +1.

The value obtained for the lowest unoccupied orbital energy is -6.10 eV. The frontier orbital gap comes out at 9.5037 eV. Its HOMO energy is -0.574 Ha.

The geometry in ORCA input format:
```
! RIJCOSX wB97M-V def2-TZVPD def2/J DEFGRID3
* xyz 1 1
C -0.550 1.388 1.192
C -1.641 1.291 0.324
C -0.695 -1.040 0.431
C 0.442 -0.020 0.399
C 1.783 -0.091 -0.285
N 0.368 0.721 1.635
N -0.889 0.185 -0.400
H -2.549 0.961 0.859
H -1.804 2.311 -0.215
H -0.559 -1.927 -0.063
H -1.346 -1.167 1.339
H 1.616 -0.959 -0.858
H 2.372 -0.242 0.644
H 2.199 0.690 -0.942
*
```



B | ORCA calculation (ωB97M-V with the def2-TZVPD basis set) on the ion C5H7N2 with charge +1.

The value obtained for the lowest unoccupied orbital energy is -4.97 eV. As for the structure (SMILES): N[n+]1ccccc1. The frontier orbital gap comes out at 9.9905 eV. Its HOMO energy is -0.550 Ha.

The geometry in ORCA input format:
```
! RIJCOSX wB97M-V def2-TZVPD def2/J DEFGRID3
* xyz 1 1
N 2.205 -0.748 -0.058
N 0.854 -0.319 -0.043
C 0.592 1.037 -0.034
C -0.790 1.458 0.026
C -1.866 0.462 0.083
C -1.518 -0.956 0.034
C -0.097 -1.302 -0.026
H 2.686 -0.375 -0.882
H 2.617 -0.268 0.756
H 1.428 1.767 -0.073
H -1.047 2.546 0.034
H -2.921 0.806 0.159
H -2.324 -1.729 0.079
H 0.182 -2.378 -0.055
*
```



C | ORCA calculation (ωB97M-V with the def2-TZVPD basis set) on a cluster of 2 separate species, C5H7N2 in total.

The value obtained for the lowest unoccupied orbital energy is -4.04 eV. The frontier orbital gap comes out at 7.8804 eV. Its HOMO energy is -0.438 Ha.

The geometry in ORCA input format:
```
! RIJCOSX wB97M-V def2-TZVPD def2/J DEFGRID3
* xyz 1 1
C 1.086 -0.086 0.193
C 0.369 0.792 1.012
C 2.421 -0.296 0.232
C -0.074 -0.551 -0.622
C -0.852 0.598 -0.017
N 3.582 -0.506 0.218
N -2.268 0.373 0.475
H 0.136 -0.555 -2.239
H -0.393 -1.603 -0.552
H -0.867 1.515 -0.682
H 4.634 -0.721 0.137
H -2.721 1.296 0.595
H -2.232 -0.128 1.467
H -2.822 -0.128 -0.217
*
```



Most stable structure, least stable structure: B, C.



A | ORCA calculation (ωB97M-V with the def2-TZVPD basis set) on the ion C5H7N2 with charge +1.

The value obtained for the lowest unoccupied orbital energy (alpha / beta) is -6.58 / -6.64 eV. The frontier orbital gap (alpha / beta) comes out at 7.1082 / 6.7233 eV. Its HOMO energy (alpha / beta) is -0.503 / -0.491 Ha.

The geometry in ORCA input format:
```
! RIJCOSX wB97M-V def2-TZVPD def2/J DEFGRID3
* xyz 1 1
C -1.393 -1.059 1.047
C -0.764 -2.161 0.361
C -0.847 0.218 0.775
C 1.206 2.268 -1.258
C 1.106 1.369 -0.207
N 0.292 -1.943 -0.320
N 0.125 0.543 0.035
H -2.254 -1.077 1.665
H -1.256 -3.117 0.682
H -1.364 0.903 1.309
H 1.983 2.969 -1.132
H 0.414 2.378 -2.011
H 2.073 1.005 0.276
H 0.680 -2.296 -1.221
*
```



B | ORCA calculation (ωB97M-V with the def2-TZVPD basis set) on a structure of composition C5H7N2.

The value obtained for the lowest unoccupied orbital energy (alpha / beta) is -4.98 / -4.98 eV. The frontier orbital gap (alpha / beta) comes out at 9.3401 / 9.3398 eV. Its HOMO energy (alpha / beta) is -0.526 / -0.526 Ha.

The geometry in ORCA input format:
```
! RIJCOSX wB97M-V def2-TZVPD def2/J DEFGRID3
* xyz 1 1
C 0.781 0.309 1.454
C 0.248 -0.873 1.226
C -1.143 -2.428 0.099
C 0.719 0.795 0.176
C -0.629 1.424 -0.242
N -0.472 -1.420 0.404
N 1.815 0.870 -0.574
H -1.652 -2.474 -0.830
H -1.454 -3.247 0.695
H -0.522 2.456 -0.529
H -1.344 1.447 0.712
H -1.075 0.898 -1.059
H 2.848 0.862 -0.155
H 1.879 1.381 -1.377
*
```



C | ORCA calculation (ωB97M-V with the def2-TZVPD basis set) on a structure of composition C5H7N2.

The value obtained for the lowest unoccupied orbital energy is -4.64 eV. The frontier orbital gap comes out at 9.8096 eV. Its HOMO energy is -0.531 Ha.

The geometry in ORCA input format:
```
! RIJCOSX wB97M-V def2-TZVPD def2/J DEFGRID3
* xyz 1 1
C -0.308 0.958 -0.307
C -1.510 0.820 0.567
C 1.701 -0.312 0.386
C -0.527 -0.561 -0.560
C -1.997 -0.397 0.221
N 0.617 -1.087 0.148
N 1.664 0.906 -0.014
H -0.324 1.443 -1.275
H -1.868 1.580 1.227
H 2.427 -0.921 0.775
H -0.408 -0.818 -1.675
H -2.805 -0.982 0.115
H 0.857 -2.119 0.210
H 2.352 1.749 0.084
*
```



D | ORCA calculation (ωB97M-V with the def2-TZVPD basis set) on the ion C5H7N2 with charge +1.

The value obtained for the lowest unoccupied orbital energy is -4.91 eV. The frontier orbital gap comes out at 8.5315 eV. Its HOMO energy is -0.494 Ha.

The geometry in ORCA input format:
```
! RIJCOSX wB97M-V def2-TZVPD def2/J DEFGRID3
* xyz 1 1
C -0.699 0.814 -0.093
C -0.168 -0.261 0.832
C -2.128 -0.921 0.015
C 1.315 -0.226 0.459
C 0.435 0.072 -0.835
N -1.073 -1.255 0.824
N -1.977 0.342 -0.430
H -0.473 1.887 0.086
H 1.889 0.653 0.867
H 1.891 -1.144 0.458
H 0.235 -0.694 -1.436
H 1.097 0.798 -1.245
H -0.983 -2.032 1.362
H -2.757 0.947 -0.928
*
```



Most stable structure, least stable structure: D, A.



A | ORCA calculation (ωB97M-V with the def2-TZVPD basis set) on the ion C5H7N2 with charge +1.

The value obtained for the lowest unoccupied orbital energy is -5.92 eV. As for the structure (SMILES): CC(C)=[N+]=c1cn1. The frontier orbital gap comes out at 9.5541 eV. Its HOMO energy is -0.569 Ha.

The geometry in ORCA input format:
```
! RIJCOSX wB97M-V def2-TZVPD def2/J DEFGRID3
* xyz 1 1
C -1.070 -0.807 -1.123
C 0.121 -0.235 -0.480
C 0.976 -0.969 0.433
N 0.363 1.005 -1.011
C 0.409 1.861 -0.077
C -0.051 1.757 1.219
N 0.199 3.006 0.772
H -1.676 -0.091 -1.517
H -1.643 -1.517 -0.392
H -0.971 -1.553 -1.874
H 1.486 -1.724 -0.174
H 0.528 -1.709 1.097
H 1.703 -0.387 0.981
H -0.375 1.362 2.148
*
```



B | ORCA calculation (ωB97M-V with the def2-TZVPD basis set) on the ion C5H7N2 with charge +1.

The value obtained for the lowest unoccupied orbital energy is -4.57 eV. As for the structure (SMILES): C#CC1=[NH+]CCN1. The frontier orbital gap comes out at 10.0965 eV. Its HOMO energy is -0.539 Ha.

The geometry in ORCA input format:
```
! RIJCOSX wB97M-V def2-TZVPD def2/J DEFGRID3
* xyz 1 1
C 0.302 -1.064 -3.267
C 0.440 -0.525 -2.236
C 0.469 0.052 -0.646
N -0.819 -0.045 -0.212
C -0.921 0.035 1.266
C 0.368 0.727 1.657
N 1.259 0.263 0.523
H -0.024 -1.494 -4.224
H -1.616 -0.150 -0.868
H -1.078 -1.088 1.632
H -1.897 0.512 1.383
H 0.355 1.813 1.788
H 0.873 0.441 2.699
H 2.287 0.525 0.504
*
```



Most stable structure, least stable structure: B, A.